A structure of composition C13H15AuNTe in a non-equilibrium geometry, computed with ωB97M-V with the def2-TZVPD basis set.

Cartesian coordinates (Å):
C (0.490189, -2.768059, 0.068952)
C (-0.381734, -2.652090, -1.103950)
C (-1.698389, -2.288440, -0.623086)
C (-1.635607, -2.126927, 0.778961)
C (-0.298017, -2.346786, 1.215765)
Au (0.499336, -0.664817, -0.537663)
N (0.902898, 1.256346, 0.328653)
C (1.315648, 1.734869, -0.984985)
C (0.732353, 0.812755, -2.075221)
H (-2.597612, -2.230955, -1.247367)
H (-0.117247, -2.928661, -2.109098)
H (-2.493012, -1.938645, 1.434206)
H (0.050643, -2.301811, 2.242772)
H (1.437296, -3.266692, 0.079067)
H (1.400453, 0.361411, -2.868379)
H (2.451302, 1.658526, -0.993791)
H (1.725901, 1.377709, 0.934230)
H (-0.245391, 1.153316, -2.497309)
H (0.911542, 2.773356, -0.976548)
Te (-0.837278, 1.646637, 1.736400)
C (-0.897107, 3.693730, 1.836850)
C (-0.100843, 4.352078, 2.808054)
C (0.208567, 5.700148, 2.618056)
C (-0.224256, 6.370027, 1.476732)
C (-0.979220, 5.701555, 0.499653)
C (-1.319543, 4.347379, 0.675127)
H (0.327307, 3.740762, 3.602935)
H (0.833758, 6.207631, 3.350092)
H (0.058859, 7.411713, 1.309784)
H (-1.276798, 6.195073, -0.434831)
H (-1.788080, 3.764169, -0.113560)

Atoms 1-2, force components in eV/Å:
C -1.65 0.08 0.19
C -0.28 -0.12 1.29

Its HOMO energy (spin up / spin down) is -1.58 / -3.82 eV. The spin multiplicity is 3. The total charge is -1.